--- A ---
{"formula": "C9H19N2", "method": "ωB97M-V/def2-TZVPD", "total_charge": 1, "multiplicity": 1, "orbital_gap_ev": [6.753, 6.754], "lumo_ev": [-5.98, -5.98], "elements": ["N", "N", "C", "C", "C", "C", "C", "C", "C", "C", "C", "H", "H", "H", "H", "H", "H", "H", "H", "H", "H", "H", "H", "H", "H", "H", "H", "H", "H", "H"], "xyz": [[-3.26, 1.13, -0.21], [-0.21, -0.04, 0.10], [-0.68, -1.29, -0.08], [0.99, 0.33, 0.01], [-4.61, 0.70, -0.37], [-2.80, 1.65, 0.98], [2.54, -1.13, 1.20], [2.47, -1.12, -1.45], [3.50, 0.74, -0.12], [-2.47, 0.89, -1.19], [2.40, -0.31, -0.15], [-4.84, 0.41, -1.44], [-3.16, 0.93, 1.72], [4.55, 0.30, -0.23], [2.83, -0.37, 1.96], [3.46, 1.41, -1.08], [0.01, -2.09, -0.06], [3.52, 1.24, 0.86], [-3.30, 2.59, 1.25], [-5.16, 1.50, 0.09], [2.34, -0.41, -2.38], [-4.76, -0.17, 0.17], [1.09, 1.39, 0.22], [-1.77, 1.67, 0.95], [1.52, -1.53, 1.50], [-1.34, -1.33, -1.07], [1.80, -2.04, -1.67], [3.19, -2.06, 1.28], [3.55, -1.49, -1.52], [-1.41, -1.49, 0.71]], "nbo_charge": [-0.515, -0.464, -0.438, 0.225, -0.418, -0.428, -0.610, -0.629, -0.620, 0.717, -0.144, 0.266, 0.236, 0.241, 0.217, 0.225, 0.209, 0.224, 0.250, 0.247, 0.220, 0.239, 0.170, 0.268, 0.200, 0.207, 0.231, 0.243, 0.233, 0.200]}

---

--- B ---
{"formula": "C9H19N2", "method": "ωB97M-V/def2-TZVPD", "total_charge": 1, "multiplicity": 1, "orbital_gap_ev": 8.357, "lumo_ev": -3.92, "elements": ["N", "N", "C", "C", "C", "C", "C", "C", "C", "C", "C", "H", "H", "H", "H", "H", "H", "H", "H", "H", "H", "H", "H", "H", "H", "H", "H", "H", "H", "H"], "xyz": [[1.43, 0.76, 0.36], [-3.08, -0.67, 0.36], [2.78, -2.14, -1.02], [-3.69, 0.05, 1.45], [-2.14, -0.12, -0.36], [3.25, -1.02, -0.11], [1.94, -0.38, 0.37], [2.01, 2.05, -0.19], [-3.38, -2.11, 0.31], [-1.27, 0.36, -1.21], [1.26, 3.32, 0.21], [3.84, -0.30, -0.71], [-4.29, -2.06, -0.27], [-3.15, 0.98, 1.69], [3.79, -1.24, 0.77], [3.16, 2.00, -0.25], [-2.50, -2.61, -0.10], [-4.66, 0.50, 1.05], [1.82, 1.85, -1.23], [1.82, -2.59, -0.60], [2.55, -1.76, -2.06], [0.56, 2.87, 0.94], [-0.23, 0.49, -0.72], [-1.60, 0.90, -2.14], [1.28, -1.11, 0.72], [1.75, 4.11, 0.86], [0.73, 3.86, -0.62], [-3.97, -0.57, 2.30], [-3.56, -2.46, 1.30], [3.54, -2.96, -1.13]], "nbo_charge": [-0.468, -0.306, -0.607, -0.441, 0.469, -0.492, 0.180, -0.270, -0.400, -0.461, -0.648, 0.221, 0.239, 0.253, 0.239, 0.211, 0.242, 0.238, 0.200, 0.195, 0.217, 0.226, 0.338, 0.302, 0.145, 0.238, 0.224, 0.247, 0.232, 0.237]}

---

What should be chosen as the least stable of them? Choose A.

---

--- A ---
{"formula": "C2H10O2S2", "method": "ωB97M-V/def2-TZVPD", "multiplicity": 1, "orbital_gap_ev": 9.460, "lumo_ev": 0.52, "smiles": "CSSC.O.O", "elements": ["S", "S", "O", "O", "C", "C", "H", "H", "H", "H", "H", "H", "H", "H", "H", "H"], "xyz": [[-0.64, 0.22, -1.06], [0.98, -0.97, -0.67], [2.82, -1.23, 2.52], [-5.56, -1.66, 0.51], [-0.50, 1.65, 0.04], [2.29, -0.06, -1.54], [0.44, 1.72, 0.60], [2.41, -0.45, -2.55], [-6.39, -1.91, 0.10], [-0.56, 2.54, -0.58], [3.26, -0.24, -1.08], [-1.30, 1.60, 0.77], [2.51, -0.84, 1.69], [2.10, 1.01, -1.61], [-5.13, -0.96, 0.01], [3.27, -0.42, 2.84]], "nbo_charge": [0.086, 0.094, -0.925, -0.947, -0.763, -0.767, 0.232, 0.221, 0.473, 0.223, 0.224, 0.227, 0.464, 0.228, 0.474, 0.457]}

---

--- B ---
{"formula": "C2H10O2S2", "method": "ωB97M-V/def2-TZVPD", "multiplicity": 1, "orbital_gap_ev": 9.812, "lumo_ev": 0.57, "smiles": "CSSC.O.O", "elements": ["S", "S", "O", "O", "C", "C", "H", "H", "H", "H", "H", "H", "H", "H", "H", "H"], "xyz": [[0.71, 1.09, -1.60], [0.27, 1.16, 0.40], [-0.80, -3.64, 3.34], [-3.05, 0.27, -0.45], [1.82, 0.62, 1.16], [0.35, -0.65, -2.02], [-0.47, -3.68, 2.42], [2.11, -0.36, 0.78], [2.60, 1.37, 1.00], [0.58, -1.24, -1.13], [-0.67, -0.80, -2.33], [1.64, 0.57, 2.23], [-1.37, -4.42, 3.40], [-3.14, 0.97, -1.12], [-2.13, 0.35, -0.18], [1.01, -0.97, -2.81]], "nbo_charge": [0.082, 0.070, -0.933, -0.941, -0.747, -0.753, 0.466, 0.218, 0.226, 0.223, 0.226, 0.233, 0.468, 0.466, 0.471, 0.227]}

---

What should be chosen as the least stable of them? Choose A.

---

--- A ---
{"formula": "C30H30BN9S2V", "method": "ωB97M-V/def2-TZVPD", "total_charge": 1, "multiplicity": 3, "orbital_gap_ev": [7.244, 7.400], "lumo_ev": [-2.80, -2.79], "s2": 2.020, "elements": ["V", "S", "S", "N", "N", "N", "N", "N", "N", "N", "N", "N", "C", "C", "C", "C", "C", "C", "C", "C", "C", "C", "C", "C", "C", "C", "C", "C", "C", "C", "C", "C", "C", "C", "C", "C", "C", "C", "C", "C", "C", "C", "B", "H", "H", "H", "H", "H", "H", "H", "H", "H", "H", "H", "H", "H", "H", "H", "H", "H", "H", "H", "H", "H", "H", "H", "H", "H", "H", "H", "H", "H", "H"], "xyz": [[0.08, -0.52, 0.13], [-1.97, -1.90, -0.34], [-1.26, 1.41, -0.11], [0.86, -2.35, 0.97], [-4.23, -1.06, 0.95], [1.94, -0.15, 0.25], [-3.99, -0.12, -0.99], [-0.17, -0.02, 2.24], [0.31, 0.74, 4.23], [-2.56, 1.37, -2.59], [0.58, -0.41, -1.88], [-0.91, 2.77, -2.44], [-0.59, -0.94, 3.20], [-4.01, -1.91, 2.11], [-1.48, 2.96, -3.68], [0.39, 0.99, 2.90], [2.05, -2.06, 1.59], [0.29, -3.51, 1.23], [3.94, -0.58, 1.68], [0.17, -0.12, -4.21], [0.83, -4.43, 2.15], [-0.30, -0.48, 4.44], [3.12, 1.93, -3.23], [1.67, 0.43, -2.00], [-3.43, -0.99, -0.14], [-0.13, -0.68, -2.96], [2.66, -2.93, 2.51], [2.44, 0.62, -0.82], [3.82, 2.14, -2.09], [1.99, -4.13, 2.80], [-2.51, 2.09, -3.77], [1.21, 0.75, -4.34], [0.22, 3.52, -1.90], [0.98, 2.25, 2.38], [4.55, -1.45, 2.62], [-5.33, -0.23, 0.77], [3.93, -2.59, 3.05], [2.70, -0.85, 1.19], [2.01, 1.05, -3.21], [-1.60, 1.81, -1.77], [-5.17, 0.36, -0.43], [3.49, 1.49, -0.87], [-3.58, 0.14, -2.47], [5.53, -1.20, 3.00], [0.21, 2.89, 1.97], [-1.07, -1.86, 2.92], [-0.63, -3.74, 0.72], [-3.87, -2.94, 1.79], [-3.13, -1.59, 2.66], [-3.07, -0.85, -2.92], [0.66, 1.35, 4.94], [0.69, 4.06, -2.72], [1.50, 2.78, 3.19], [-5.79, 1.07, -0.95], [-0.97, -1.33, -2.82], [3.40, 2.42, -4.16], [-0.12, 4.23, -1.15], [-0.47, -0.89, 5.42], [-0.46, -0.38, -5.06], [4.67, 2.82, -2.10], [2.41, -4.82, 3.52], [4.08, 1.70, 0.02], [-4.57, 0.48, -3.08], [1.70, 2.04, 1.59], [4.40, -3.25, 3.76], [0.95, 2.85, -1.45], [4.49, 0.30, 1.36], [-4.88, -1.84, 2.75], [-1.11, 3.70, -4.38], [-3.20, 1.91, -4.57], [0.31, -5.36, 2.33], [-6.10, -0.13, 1.51], [1.44, 1.21, -5.29]], "lowdin_spin": [1.938, 0.013, -0.005, -0.004, -0.001, -0.026, -0.001, 0.004, 0.002, -0.001, -0.001, -0.002, 0.004, 0.000, -0.001, 0.006, 0.004, 0.011, -0.002, -0.001, -0.001, 0.001, 0.002, 0.007, 0.003, 0.018, 0.000, 0.002, -0.002, 0.011, -0.001, 0.015, 0.000, 0.001, -0.001, -0.001, -0.002, 0.002, 0.000, 0.004, -0.001, 0.003, 0.000, 0.000, 0.000, 0.000, 0.000, 0.000, 0.000, 0.000, 0.000, 0.000, 0.000, 0.000, 0.001, 0.000, 0.000, 0.000, 0.000, 0.000, 0.001, 0.000, 0.000, 0.001, 0.000, 0.000, 0.000, 0.000, 0.000, 0.000, 0.000, 0.000, 0.001]}

---

--- B ---
{"formula": "C30H30BN9S2V", "method": "ωB97M-V/def2-TZVPD", "total_charge": 1, "multiplicity": 3, "orbital_gap_ev": [5.567, 5.975], "lumo_ev": [-3.55, -3.22], "s2": 2.031, "elements": ["V", "S", "S", "N", "N", "N", "N", "N", "N", "N", "N", "N", "C", "C", "C", "C", "C", "C", "C", "C", "C", "C", "C", "C", "C", "C", "C", "C", "C", "C", "C", "C", "C", "C", "C", "C", "C", "C", "C", "C", "C", "C", "B", "H", "H", "H", "H", "H", "H", "H", "H", "H", "H", "H", "H", "H", "H", "H", "H", "H", "H", "H", "H", "H", "H", "H", "H", "H", "H", "H", "H", "H", "H"], "xyz": [[0.52, 0.28, -0.76], [1.97, -1.55, 0.45], [0.13, 0.29, 2.25], [0.72, 0.80, -2.78], [0.57, 2.16, 0.20], [0.27, -1.73, -1.62], [2.70, -1.38, 3.05], [-1.81, -1.40, 3.15], [0.21, -2.14, 3.50], [3.95, -0.13, 1.77], [-0.52, -3.70, -2.16], [-1.25, 0.85, -1.11], [-2.10, -2.25, -0.89], [4.51, 0.49, 0.59], [0.47, 0.65, -5.54], [0.05, 4.22, 1.99], [-3.05, 2.07, 0.13], [-0.79, -2.53, -1.55], [1.78, 0.88, -3.56], [-0.49, -1.13, 2.97], [-3.07, 0.61, -4.39], [-2.02, 0.55, -5.24], [-0.69, 0.61, -4.73], [-0.68, -3.04, 4.04], [1.70, 0.80, -4.96], [-0.72, 2.49, 0.51], [-1.02, 3.51, 1.42], [-0.52, 0.69, -3.34], [-3.36, 3.06, 1.09], [1.55, 2.84, 0.75], [-1.64, 0.74, -2.44], [1.34, 3.90, 1.66], [3.63, -0.75, 3.84], [-2.38, 3.78, 1.72], [-1.75, 1.78, -0.18], [-2.90, 0.72, -2.98], [2.91, -0.99, 1.78], [-2.89, -0.53, 2.73], [0.77, -3.66, -2.63], [1.25, -2.45, -2.29], [4.40, 0.04, 3.06], [-1.94, -2.59, 3.83], [1.75, -2.51, 3.53], [-2.32, -3.03, -0.17], [-2.90, -2.21, -1.63], [-2.17, 0.48, -6.31], [-0.15, 5.02, 2.70], [-4.40, 3.26, 1.32], [-1.15, -4.48, -2.20], [2.19, 4.42, 2.08], [2.74, 0.99, -3.07], [-2.85, 0.42, 3.26], [-2.63, 4.54, 2.44], [-3.86, 1.55, -0.36], [-0.34, -3.93, 4.53], [-3.83, -1.03, 2.95], [5.14, -0.22, 0.04], [-2.82, -0.33, 1.67], [-4.08, 0.59, -4.78], [2.60, 0.86, -5.55], [3.72, 0.82, -0.07], [2.02, -2.74, 4.69], [-2.05, -1.30, -0.37], [-3.77, 0.78, -2.35], [1.90, -3.48, 2.83], [0.37, 0.57, -6.61], [5.24, 0.67, 3.29], [3.65, -0.92, 4.90], [2.56, 2.55, 0.50], [2.23, -2.04, -2.45], [5.11, 1.34, 0.90], [1.23, -4.50, -3.13], [-2.89, -3.00, 4.10]], "lowdin_spin": [2.022, -0.015, -0.012, 0.001, 0.000, 0.002, -0.002, -0.001, -0.002, -0.002, 0.002, -0.032, 0.001, 0.001, 0.007, 0.007, -0.005, 0.007, 0.007, 0.000, 0.000, -0.005, 0.001, -0.001, 0.000, 0.006, 0.000, 0.007, 0.000, 0.007, 0.005, 0.000, -0.001, -0.004, 0.004, -0.006, 0.000, 0.000, 0.001, 0.003, -0.002, -0.001, 0.000, 0.000, 0.000, 0.000, 0.000, 0.000, 0.000, 0.000, 0.000, 0.000, 0.000, 0.000, 0.000, 0.000, 0.000, 0.000, 0.000, 0.000, 0.001, 0.000, 0.001, 0.000, 0.000, 0.000, 0.000, 0.000, 0.000, 0.000, 0.000, 0.000, 0.000]}

---

What should be chosen as the least stable of them? Choose B.

---

--- A ---
{"formula": "C6H8N2", "method": "ωB97M-V/def2-TZVPD", "multiplicity": 1, "orbital_gap_ev": 8.461, "lumo_ev": 1.02, "smiles": "Cc1[nH]cc2c1CN2", "elements": ["N", "N", "C", "C", "C", "C", "C", "C", "H", "H", "H", "H", "H", "H", "H", "H"], "xyz": [[0.91, 1.45, -0.06], [-2.42, 0.09, -0.13], [-0.36, 1.97, -0.03], [-1.18, 0.82, 0.12], [2.25, -0.87, 0.03], [-1.66, -1.19, -0.09], [1.03, 0.05, -0.15], [-0.35, -0.35, 0.06], [-3.33, 0.21, 0.47], [-1.96, -1.64, 0.78], [1.76, 1.89, -0.27], [3.03, -0.84, -0.82], [2.84, -0.88, 1.01], [-0.47, 3.00, 0.03], [-1.92, -1.76, -1.04], [1.83, -1.94, 0.10]], "nbo_charge": [-0.489, -0.618, -0.122, 0.070, -0.661, -0.209, 0.111, -0.146, 0.372, 0.190, 0.403, 0.217, 0.225, 0.212, 0.206, 0.238]}

---

--- B ---
{"formula": "C6H8N2", "method": "ωB97M-V/def2-TZVPD", "multiplicity": 1, "orbital_gap_ev": 9.336, "lumo_ev": 0.46, "elements": ["N", "N", "C", "C", "C", "C", "C", "C", "H", "H", "H", "H", "H", "H", "H", "H"], "xyz": [[2.86, -0.55, 0.15], [0.16, -0.92, -0.07], [-0.82, 1.29, -0.08], [0.26, 0.35, -0.15], [1.87, 0.68, 0.27], [-2.07, 0.76, -0.05], [-2.27, -0.61, 0.36], [-1.09, -1.35, -0.10], [2.17, 1.55, -0.44], [-2.99, 1.32, 0.23], [-3.11, -1.30, 0.37], [-1.22, -2.50, -0.36], [1.82, -1.89, 0.18], [3.08, -0.41, -1.17], [2.01, 1.19, 1.31], [-0.66, 2.39, -0.44]], "nbo_charge": [-0.798, -0.466, -0.297, 0.252, -0.297, -0.165, -0.280, 0.093, 0.193, 0.227, 0.235, 0.181, 0.354, 0.318, 0.212, 0.237]}

---

What should be chosen as the least stable of them? Choose B.

---

--- A ---
{"formula": "C6H8N2", "method": "ωB97M-V/def2-TZVPD", "multiplicity": 1, "orbital_gap_ev": 9.967, "lumo_ev": 0.96, "smiles": "[H]/N=C\\N1CC[C@@H]1C#C", "elements": ["N", "N", "C", "C", "C", "C", "C", "C", "H", "H", "H", "H", "H", "H", "H", "H"], "xyz": [[2.64, 0.28, -0.08], [0.46, -0.47, 0.59], [1.54, 0.44, 0.51], [-0.85, 0.02, 0.84], [-0.89, 1.35, 0.23], [-1.40, -1.04, -0.14], [0.03, -1.36, -0.47], [-0.69, 2.33, -0.43], [-0.49, 3.27, -0.98], [1.28, 1.37, 1.06], [-1.28, 0.10, 1.89], [-2.03, -0.66, -1.00], [-1.90, -1.84, 0.34], [0.42, -0.85, -1.38], [0.51, -2.32, -0.31], [2.65, -0.61, -0.67]], "nbo_charge": [-0.677, -0.427, 0.293, -0.114, -0.035, -0.397, -0.225, -0.251, 0.256, 0.181, 0.220, 0.230, 0.219, 0.191, 0.208, 0.328]}

---

--- B ---
{"formula": "C6H8N2", "method": "ωB97M-V/def2-TZVPD", "multiplicity": 1, "orbital_gap_ev": 10.341, "lumo_ev": 0.19, "smiles": "[H]/N=C(\\CC)C(=C)C#N", "elements": ["N", "N", "C", "C", "C", "C", "C", "C", "H", "H", "H", "H", "H", "H", "H", "H"], "xyz": [[1.07, 1.55, 1.25], [0.14, -2.81, 1.16], [1.00, 0.18, -0.88], [-0.43, -0.31, 1.07], [-1.61, 0.16, 1.48], [-0.12, -1.69, 1.12], [0.67, 0.56, 0.60], [-0.17, -0.16, -1.79], [1.67, -0.69, -0.81], [-1.81, 1.22, 1.49], [-2.35, -0.48, 1.93], [1.73, 2.16, 0.78], [1.59, 1.02, -1.31], [0.17, -0.30, -2.82], [-0.65, -1.09, -1.49], [-0.90, 0.65, -1.77]], "nbo_charge": [-0.594, -0.292, -0.475, -0.212, -0.254, 0.258, 0.312, -0.610, 0.229, 0.216, 0.213, 0.348, 0.212, 0.223, 0.217, 0.208]}

---

What should be chosen as the least stable of them? Choose A.

---

--- A ---
{"formula": "C6H8N2", "method": "ωB97M-V/def2-TZVPD", "multiplicity": 1, "orbital_gap_ev": [7.201, 7.202], "lumo_ev": [-0.44, -0.44], "elements": ["N", "N", "C", "C", "C", "C", "C", "C", "H", "H", "H", "H", "H", "H", "H", "H"], "xyz": [[3.30, 0.70, -1.00], [0.00, 0.01, -1.31], [0.98, 0.64, -1.33], [-0.04, -1.57, 1.67], [-0.66, -0.52, 1.15], [2.18, 1.31, -0.99], [-2.58, 0.26, -0.39], [-1.51, -0.56, -0.24], [4.07, 1.30, -0.71], [-0.69, 0.46, 1.62], [-3.50, -0.12, -0.77], [0.04, -2.50, 1.13], [-2.52, 1.31, -0.14], [2.02, 2.37, -0.76], [0.49, -1.51, 2.61], [-1.60, -1.59, -0.54]], "nbo_charge": [-0.511, -0.242, 0.276, -0.425, -0.171, 0.010, -0.508, -0.150, 0.351, 0.192, 0.203, 0.196, 0.182, 0.191, 0.203, 0.203]}

---

--- B ---
{"formula": "C6H8N2", "method": "ωB97M-V/def2-TZVPD", "multiplicity": 1, "orbital_gap_ev": 7.771, "lumo_ev": 0.58, "elements": ["N", "N", "C", "C", "C", "C", "C", "C", "H", "H", "H", "H", "H", "H", "H", "H"], "xyz": [[1.92, 1.99, 0.02], [-1.51, -1.24, 0.50], [-2.42, 1.91, -0.28], [3.02, -0.34, -0.02], [-1.35, 1.20, 0.11], [-1.34, -2.48, 0.17], [-1.42, -0.06, 0.71], [2.48, 1.00, -0.09], [-3.44, 1.48, -0.15], [2.14, -0.93, -0.03], [-0.35, 1.53, -0.21], [-0.33, -3.00, 0.22], [3.55, -0.29, 0.92], [-2.28, -2.97, 0.06], [3.63, -0.52, -0.88], [-2.30, 2.71, -1.03]], "nbo_charge": [-0.351, -0.241, -0.422, -0.711, -0.305, -0.372, 0.261, 0.300, 0.195, 0.255, 0.265, 0.204, 0.260, 0.200, 0.253, 0.211]}

---

What should be chosen as the least stable of them? Choose A.